[1]
This record from the Open Molecules 2025 dataset describes a single C3H3ClF2 molecule at a distorted geometry. The level of theory is ωB97M-V with the def2-TZVPD basis set.

The geometry in XYZ format:
```
9
Properties=species:S:1:pos:R:3:forces:R:3
C 1.39068 -0.45658 0.20369 -1.873 0.497 -1.187
C 0.34186 -0.08228 -0.59465 1.922 -0.101 3.003
C -0.93841 0.38235 0.09735 -2.261 2.039 -1.570
F -1.73040 1.30067 -0.70532 1.989 -1.122 0.514
F -0.82827 1.10098 1.25028 0.578 -1.482 -0.695
Cl -2.11776 -0.95187 0.22235 0.558 -0.102 0.618
H 2.36265 -0.93939 -0.06170 -1.166 0.767 -0.030
H 1.13074 -0.26586 1.23035 0.693 -0.367 0.598
H 0.38892 -0.08802 -1.64236 -0.440 -0.129 -1.252
```
Forces are in eV/Å.

Properties
SMILES string: C=CC(F)(F)Cl
Energy: -775.99291 Eh
HOMO-LUMO gap: 11.266 eV
LUMO energy: 0.52 eV
Net charge: 0
HOMO level: -0.39492 Eh
Energy relative to the best compared isomer or geometry (same formula, charge and spin): 68.8 kJ/mol

Table of natural (NBO) atomic charges, one value per atom, all in e: atom 1 (C): -0.329, atom 2 (C): -0.282, atom 3 (C): 0.647, atom 4 (F): -0.367, atom 5 (F): -0.312, atom 6 (Cl): -0.023, atom 7 (H): 0.229, atom 8 (H): 0.204, atom 9 (H): 0.234



[2]
This record from the Open Molecules 2025 dataset describes C6H12O as an isolated structure at a distorted geometry. The level of theory is ωB97M-V with the def2-TZVPD basis set.

The geometry in XYZ format:
```
19
Properties=species:S:1:pos:R:3:forces:R:3
C 0.84654 1.10948 -0.53847 -0.270 -0.041 -0.654
C 0.38570 -0.09561 0.21177 -0.539 -0.226 -0.863
C -0.84704 -0.10586 1.07189 -0.142 -0.067 -0.088
C -1.16749 -1.60654 1.04351 -0.193 -0.117 0.275
O -0.50816 -2.15843 -0.11215 -0.010 -0.454 0.202
C 0.45891 -1.26308 -0.41672 0.290 -0.151 0.208
C -0.01709 1.08003 -1.83791 0.084 0.550 -0.100
H 1.67813 1.04133 1.78918 0.219 -1.084 0.329
H 1.93577 1.10425 -0.70237 -0.373 -0.086 -0.200
H 0.61970 2.04499 -0.00646 0.122 -0.296 -0.001
H 1.55513 0.27949 1.62942 0.642 1.495 0.726
H -1.60916 0.51639 0.58491 -0.136 -0.148 0.116
H -0.72423 0.27434 2.09715 0.106 -0.136 -0.302
H -2.22887 -1.84300 0.97589 0.097 -0.064 0.048
H -0.71437 -2.10887 1.90278 -0.197 0.091 0.123
H 1.14504 -1.52870 -1.21460 -0.223 -0.131 0.090
H -1.03281 1.38300 -1.55764 0.138 0.165 -0.210
H 0.38290 1.76780 -2.57505 -0.172 0.352 -0.185
H -0.15859 0.10900 -2.34515 0.555 0.345 0.486
```
Forces are in eV/Å.

Properties
Energy: -310.94818 Eh
HOMO-LUMO gap: 9.000 eV
LUMO energy: 1.05 eV
Net charge: 0
HOMO level: -0.29207 Eh
Energy relative to the best compared isomer or geometry (same formula, charge and spin): 291.7 kJ/mol

Table of natural (NBO) atomic charges, one value per atom, all in e: atom 1 (C): -0.429, atom 2 (C): -0.125, atom 3 (C): -0.458, atom 4 (C): -0.072, atom 5 (O): -0.493, atom 6 (C): 0.141, atom 7 (C): -0.601, atom 8 (H): -0.034, atom 9 (H): 0.218, atom 10 (H): 0.213, atom 11 (H): 0.034, atom 12 (H): 0.199, atom 13 (H): 0.221, atom 14 (H): 0.194, atom 15 (H): 0.178, atom 16 (H): 0.197, atom 17 (H): 0.201, atom 18 (H): 0.207, atom 19 (H): 0.206



[3]
This record from the Open Molecules 2025 dataset describes C23H44Cl3N4NiO3SSi as an isolated structure at a distorted geometry. The level of theory is ωB97M-V with the def2-TZVPD basis set.

The geometry in XYZ format:
```
80
Properties=species:S:1:pos:R:3:forces:R:3
C -1.61137 -2.66411 -4.65306 -0.266 -0.279 -0.840
C -1.10566 -3.01660 -3.30691 0.633 -1.635 0.597
H -1.51887 -3.52540 -5.30526 0.098 -0.008 -0.329
H -1.10405 -1.81378 -5.10879 0.055 -0.052 0.211
H -2.68151 -2.43299 -4.64526 0.021 0.194 0.220
C -0.70801 -4.30152 -3.04196 -0.960 1.597 -0.354
C -0.78079 -5.43047 -4.03348 0.315 -0.815 -0.280
H -0.37601 -4.61112 -2.06116 -0.094 0.307 0.076
H -0.11718 -5.25252 -4.89549 -0.230 -0.154 0.160
H -1.77876 -5.69593 -4.42821 0.210 0.559 0.157
H -0.45371 -6.36871 -3.55274 0.121 0.376 -0.159
Ni -1.04219 2.64747 0.89618 -0.193 -1.815 -1.150
Cl -2.90683 2.39134 1.89438 -1.231 0.516 1.195
Cl 0.88377 3.20669 0.18026 1.051 0.614 -0.340
H 0.53824 6.80596 4.36689 0.022 -0.139 0.408
H -0.57228 6.88578 2.65608 -0.173 0.010 -0.210
C 1.01425 5.82927 4.23905 -0.123 0.407 -0.030
C -0.49900 5.86457 2.28455 0.236 -0.082 -0.294
N 0.14318 5.08979 3.33277 0.041 0.198 0.247
H 1.16546 5.35275 5.22136 -0.134 -0.020 -0.660
C 0.08905 3.75669 3.28620 0.405 -1.639 0.570
O 0.47851 2.96568 4.14541 -0.320 1.459 -1.028
H -1.50927 5.48078 2.08561 0.328 0.096 -0.041
H -0.31777 3.37725 2.27243 0.533 0.911 2.201
H 1.97436 6.06970 3.75474 -0.063 -0.438 0.181
H 0.12105 5.84238 1.37714 -0.342 0.112 0.040
H 1.97876 0.40952 -0.97267 0.072 -0.298 0.237
H 2.17540 -1.86578 -2.58480 -0.186 -0.038 0.157
C 2.80812 -0.05763 -0.43506 -0.175 0.647 0.104
C 3.04763 -2.05770 -1.95414 -0.336 0.198 0.295
N 2.85037 -1.49439 -0.61742 0.755 -0.161 0.481
H 2.70381 0.13269 0.64439 -0.070 0.048 -0.685
C 2.98713 -2.21460 0.52026 -0.039 0.496 -0.099
O 2.96152 -1.74306 1.65676 0.374 -0.684 -0.495
H 3.20190 -3.13840 -1.88449 0.016 0.139 0.028
H 3.12694 -3.28990 0.35428 -0.020 -0.121 -0.118
H 3.73468 0.40210 -0.79069 0.132 -0.054 -0.088
H 3.88675 -1.59951 -2.48364 0.221 0.010 0.317
O -0.54128 -0.72009 -2.77815 0.576 0.615 1.118
C -1.24263 -1.88725 -2.30606 0.301 1.105 0.276
C 0.16814 -3.00191 -0.41830 -0.120 -0.228 -0.463
C -1.00535 -2.38807 -0.86136 -0.737 0.146 -0.266
H 1.02792 -2.95149 -1.09730 -0.529 -0.338 0.509
C 0.20524 -3.68101 0.80417 0.109 0.217 -0.136
H -2.29725 -1.59443 -2.38456 -0.287 -0.317 0.385
C -2.10667 -2.34220 0.00282 -0.116 -0.249 -0.223
H 1.12378 -4.19275 1.13043 -0.516 0.276 -0.159
C -0.90641 -3.64224 1.64836 -0.103 0.213 0.052
C -2.05472 -2.93699 1.26249 -0.049 -0.122 0.223
H -3.00799 -1.81055 -0.33893 0.446 -0.259 0.317
H -0.84319 -4.09896 2.64266 -0.095 0.121 -0.410
H -2.89297 -2.80580 1.97301 0.538 -0.209 -0.537
Si -0.78213 1.18491 -2.82757 -0.865 0.843 -1.401
Cl -1.93795 1.27530 -0.65717 0.074 -0.746 -2.071
C 1.05075 1.64393 -2.95927 1.130 -0.353 -0.255
C -1.36451 3.19905 -2.86269 0.142 -0.371 0.316
C -1.84403 0.88193 -4.43462 0.195 -0.284 -0.591
H 1.76832 0.80688 -3.05851 -0.471 0.168 0.041
H 1.40701 2.26217 -2.12417 -0.416 -0.312 0.014
H 1.26791 2.29989 -3.82640 -0.661 -0.314 0.089
H -1.31387 0.23324 -5.18562 -0.423 0.504 0.820
H -2.23158 1.76666 -5.00457 0.362 -0.557 0.808
H -2.70800 0.29832 -4.06493 0.142 0.137 -0.316
H -2.44101 3.31537 -2.63776 0.313 -0.163 -0.111
H -1.20830 3.62183 -3.87595 0.042 -0.389 0.214
H -0.82707 3.88676 -2.17892 -0.106 -0.485 -0.056
C 1.72258 0.13738 4.62907 0.043 -0.116 0.259
N 1.12515 -0.62698 3.52644 0.275 0.084 0.143
C 0.00125 -0.18418 2.91034 0.247 -0.059 -0.886
S -0.11230 -0.42088 1.22166 -0.138 1.363 1.472
N -0.96936 0.43649 3.61937 -0.618 -0.439 -0.104
C -1.13179 0.38371 5.07690 0.103 0.247 -0.223
H 1.34270 -0.25834 5.59128 0.746 0.245 -0.240
H 1.47524 1.22174 4.59175 0.195 -0.904 -0.203
H 2.81333 0.00832 4.53274 -0.429 0.071 0.320
H 1.79206 -1.14717 2.90822 -0.950 0.883 0.540
H -1.80384 0.74523 3.08208 1.112 -0.266 0.370
H -2.21747 0.31348 5.31249 0.795 -0.101 -0.121
H -0.56306 -0.47601 5.47319 -0.693 0.310 -0.107
H -0.72432 1.30843 5.52983 -0.247 -0.430 -0.086
```
Forces are in eV/Å.

Properties
2S+1: 3
Energy: -4924.20332 Eh
HOMO-LUMO gap (spin up / spin down): 7.013 / 6.211 eV
LUMO energy (spin up / spin down): 2.60 / 1.84 eV
<S²>: 2.01
Net charge: -1
HOMO level (spin up / spin down): -0.16215 / -0.16051 Eh
Energy relative to the best compared isomer or geometry (same formula, charge and spin): 275.3 kJ/mol

Table of Mulliken atomic charges, one value per atom, all in e: atom 1 (C): -1.447, atom 2 (C): 0.342, atom 3 (H): 0.513, atom 4 (H): -0.012, atom 5 (H): 0.290, atom 6 (C): 0.263, atom 7 (C): -1.747, atom 8 (H): 0.414, atom 9 (H): 0.364, atom 10 (H): 0.358, atom 11 (H): 0.355, atom 12 (Ni): -0.157, atom 13 (Cl): -0.580, atom 14 (Cl): -0.651, atom 15 (H): 0.315, atom 16 (H): 0.332, atom 17 (C): -0.905, atom 18 (C): -0.949, atom 19 (N): 0.107, atom 20 (H): 0.280, atom 21 (C): 1.895, atom 22 (O): -0.705, atom 23 (H): 0.245, atom 24 (H): -0.718, atom 25 (H): 0.322, atom 26 (H): 0.338, atom 27 (H): -0.028, atom 28 (H): 0.298, atom 29 (C): -0.809, atom 30 (C): -1.016, atom 31 (N): 0.471, atom 32 (H): 0.253, atom 33 (C): -0.132, atom 34 (O): -0.693, atom 35 (H): 0.298, atom 36 (H): 0.450, atom 37 (H): 0.368, atom 38 (H): 0.328, atom 39 (O): -0.550, atom 40 (C): -0.033, atom 41 (C): 0.475, atom 42 (C): 0.325, atom 43 (H): 1.038, atom 44 (C): -1.406, atom 45 (H): 0.310, atom 46 (C): -0.330, atom 47 (H): 0.228, atom 48 (C): -0.545, atom 49 (C): -0.793, atom 50 (H): 0.195, atom 51 (H): 0.338, atom 52 (H): 0.326, atom 53 (Si): 1.345, atom 54 (Cl): -0.070, atom 55 (C): -1.230, atom 56 (C): -1.534, atom 57 (C): -1.148, atom 58 (H): 0.276, atom 59 (H): 0.344, atom 60 (H): 0.486, atom 61 (H): 0.240, atom 62 (H): 0.328, atom 63 (H): 0.236, atom 64 (H): 0.315, atom 65 (H): 0.418, atom 66 (H): 0.255, atom 67 (C): -1.097, atom 68 (N): -0.125, atom 69 (C): -0.458, atom 70 (S): 0.415, atom 71 (N): 0.389, atom 72 (C): -1.043, atom 73 (H): 0.294, atom 74 (H): 0.324, atom 75 (H): 0.376, atom 76 (H): 0.540, atom 77 (H): 0.020, atom 78 (H): 0.340, atom 79 (H): 0.297, atom 80 (H): 0.238



[4]
This record from the Open Molecules 2025 dataset describes a single C13H13NO molecule at a distorted geometry. The level of theory is ωB97M-V with the def2-TZVPD basis set.

The geometry in XYZ format:
```
28
Properties=species:S:1:pos:R:3:forces:R:3
C -2.98829 1.31964 -1.08606 1.035 -2.357 0.443
C -2.64235 -0.01363 -1.42532 -0.455 1.818 -1.515
C -2.11290 2.05823 -0.30391 -2.197 0.914 -0.462
C -1.36533 -0.47788 -1.21970 -0.496 -2.551 -0.343
C -0.95426 1.52957 0.07764 2.473 0.184 -0.208
C -0.55250 0.31397 -0.48467 1.359 -0.781 1.503
C 1.41613 2.22802 0.05333 1.357 2.299 -2.313
C 1.71729 1.06755 -0.51195 -0.451 -0.949 1.310
C 0.67559 -2.44067 0.42648 0.032 0.436 -1.275
C 0.47763 1.15700 1.94887 -0.801 -1.521 -0.249
C 0.18535 2.12935 0.89732 0.259 2.337 0.470
C 0.83720 -0.05363 -0.20260 -1.109 1.316 1.631
C 1.54836 -3.61821 0.34334 3.376 -1.539 0.368
N 1.29536 -1.34935 -0.14963 -0.384 0.950 -0.263
O -0.45201 -2.43586 0.83417 -0.524 -0.018 0.483
H -3.94937 1.67996 -1.29481 -1.126 0.544 -0.507
H -3.21196 -0.53065 -2.17358 -0.795 -0.360 0.228
H -2.41180 3.04594 -0.02869 -0.045 0.544 0.375
H -1.07200 -1.55520 -1.53877 -0.405 2.243 0.420
H 1.88585 3.26057 -0.30742 -0.995 -2.419 1.074
H 2.49802 0.78392 -1.11653 2.077 0.169 -1.551
H 1.32245 1.31802 2.54136 1.498 0.135 0.712
H -0.30269 0.61060 2.45718 -0.360 0.030 -0.135
H 0.20228 3.20189 1.32179 -1.558 -1.310 -0.425
H 1.90616 -3.86677 1.34736 -0.685 -0.310 0.281
H 1.17069 -4.53178 -0.12497 -0.425 0.435 0.193
H 2.59533 -3.45496 -0.09655 -1.664 0.215 -0.067
H 2.28178 -1.37565 -0.18369 1.006 -0.451 -0.178
```
Forces are in eV/Å.

Properties
Energy: -633.01648 Eh
HOMO-LUMO gap (spin up / spin down): 7.429 / 7.287 eV
LUMO energy (spin up / spin down): -0.22 / 0.43 eV
Net charge: 0
HOMO level (spin up / spin down): -0.28107 / -0.25203 Eh
Energy relative to the best compared isomer or geometry (same formula, charge and spin): 500.8 kJ/mol

Table of natural (NBO) atomic charges, one value per atom, all in e: atom 1 (C): -0.210, atom 2 (C): -0.210, atom 3 (C): -0.201, atom 4 (C): -0.181, atom 5 (C): 0.008, atom 6 (C): -0.097, atom 7 (C): -0.147, atom 8 (C): -0.274, atom 9 (C): 0.666, atom 10 (C): -0.278, atom 11 (C): -0.383, atom 12 (C): 0.230, atom 13 (C): -0.719, atom 14 (N): -0.615, atom 15 (O): -0.561, atom 16 (H): 0.208, atom 17 (H): 0.207, atom 18 (H): 0.210, atom 19 (H): 0.222, atom 20 (H): 0.222, atom 21 (H): 0.207, atom 22 (H): 0.171, atom 23 (H): 0.192, atom 24 (H): 0.235, atom 25 (H): 0.243, atom 26 (H): 0.252, atom 27 (H): 0.209, atom 28 (H): 0.393



[5]
This record from the Open Molecules 2025 dataset describes a single C3H10N2O molecule at a distorted geometry. The level of theory is ωB97M-V with the def2-TZVPD basis set.

The geometry in XYZ format:
```
16
Properties=species:S:1:pos:R:3:forces:R:3
N 0.15046 -2.25598 -1.54089 0.947 -0.483 1.574
C 0.83358 -1.13953 -0.77935 -2.533 0.108 -0.347
C -0.19370 -0.27932 -0.02257 0.107 0.569 0.877
N 0.30664 1.10257 0.05904 -0.187 0.270 0.142
C -0.56594 1.98060 0.82043 0.147 0.326 0.424
O -0.52185 1.64639 2.22162 -0.007 -0.833 -1.213
H 0.74066 -3.04188 -1.26351 0.007 -0.266 -0.855
H -0.69418 -2.54535 -1.04792 -0.233 0.508 -0.065
H 1.52134 -1.50691 -0.01956 0.543 0.155 -0.538
H 1.20991 -0.49317 -1.56645 0.896 -0.033 0.307
H -0.30625 -0.58337 1.03261 0.178 -0.380 -0.408
H -1.22596 -0.32957 -0.39131 0.100 -0.071 -0.610
H 0.36581 1.52223 -0.86126 0.256 -0.226 -0.169
H -1.57372 1.97292 0.36398 -0.145 -0.197 0.836
H -0.20227 3.00451 0.79394 0.175 0.130 -0.570
H 0.15546 0.94586 2.20121 -0.251 0.423 0.614
```
Forces are in eV/Å.

Properties
SMILES string: NCCNCO
Energy: -305.00874 Eh
HOMO-LUMO gap: 10.435 eV
LUMO energy: 0.92 eV
Net charge: 0
HOMO level: -0.34976 Eh
Energy relative to the best compared isomer or geometry (same formula, charge and spin): 173.0 kJ/mol

Table of natural (NBO) atomic charges, one value per atom, all in e: atom 1 (N): -0.816, atom 2 (C): -0.230, atom 3 (C): -0.235, atom 4 (N): -0.645, atom 5 (C): 0.092, atom 6 (O): -0.717, atom 7 (H): 0.346, atom 8 (H): 0.342, atom 9 (H): 0.190, atom 10 (H): 0.191, atom 11 (H): 0.180, atom 12 (H): 0.171, atom 13 (H): 0.362, atom 14 (H): 0.134, atom 15 (H): 0.166, atom 16 (H): 0.468



[6]
This record from the Open Molecules 2025 dataset describes a single CH2FNO3 molecule at a distorted geometry. The level of theory is ωB97M-V with the def2-TZVPD basis set.

The geometry in XYZ format:
```
8
Properties=species:S:1:pos:R:3:forces:R:3
O 0.49742 1.99079 0.26751 0.388 -0.189 0.234
N 0.64037 0.84651 -0.11889 -1.938 0.840 -1.290
O 1.57807 0.35362 -0.66460 0.533 0.055 0.262
C -0.64258 -0.00793 0.05571 2.914 -3.026 1.758
O -0.30919 -1.31603 -0.65106 -2.558 3.052 -0.214
F 0.41457 -2.18637 0.12953 0.486 -0.048 1.177
H -1.62533 0.41238 -0.20024 0.832 -0.109 -0.686
H -0.55333 -0.09296 1.18205 -0.657 -0.575 -1.241
```
Forces are in eV/Å.

Properties
SMILES string: O=[N+]([O-])COF
Energy: -419.38556 Eh
HOMO-LUMO gap: 11.408 eV
LUMO energy: 0.01 eV
Net charge: 0
HOMO level: -0.41874 Eh
Energy relative to the best compared isomer or geometry (same formula, charge and spin): 84.3 kJ/mol

Table of natural (NBO) atomic charges, one value per atom, all in e: atom 1 (O): -0.384, atom 2 (N): 0.521, atom 3 (O): -0.312, atom 4 (C): -0.054, atom 5 (O): -0.134, atom 6 (F): -0.118, atom 7 (H): 0.252, atom 8 (H): 0.229